{"formula": "C4H9FS", "method": "ωB97M-V/def2-TZVPD", "elements": ["C", "H", "C", "H", "H", "H", "H", "C", "H", "H", "C", "S", "H", "F", "H"], "xyz": [[-2.4746, -0.3989, -0.4563], [-1.1240, 0.2189, 1.1882], [1.3946, 1.0021, 0.1118], [-0.6360, -1.1336, 0.2867], [-3.0457, 0.5423, -0.6655], [-3.2138, -0.8979, 0.2159], [1.6087, -1.0160, 0.7105], [2.2455, -0.2612, 0.1826], [1.1636, 1.4007, 1.1018], [-2.3060, -1.0596, -1.3093], [-1.0891, -0.1791, 0.1921], [-0.0782, 0.8164, -0.8990], [3.1367, -0.1353, 0.8005], [2.4919, -0.6982, -1.0862], [1.9264, 1.7994, -0.3736]], "charge": 0, "de_lowest_kcal_mol": 16.8, "smiles": "CCSCCF"}